This record from the Open Molecules 2025 dataset describes C3H4GaO as an isolated structure. The level of theory is ωB97M-V with the def2-TZVPD basis set.

Each line ends with the Löwdin charge.
Positions of all 9 atoms, in Å:
C1 1.47 -0.66 1.92  -0.044
C2 0.49 -1.03 0.81  -0.094
C3 0.99 0.39 1.26  0.144
H1 1.52 -1.03 2.94  0.138
H2 -0.49 -1.43 1.12  0.123
H3 0.89 -1.43 -0.14  0.082
H4 0.46 1.31 1.51  0.143
O1 3.28 -2.07 1.68  -0.399
Ga1 2.55 -3.37 0.89  0.907

- total energy (eV) = -57584.617
- total charge = +1
- HOMO (alpha / beta) (eV) = -15.5523 / -15.2315
- LUMO energy (alpha / beta) (Eh) = -0.2902 / -0.3055

This record from the Open Molecules 2025 dataset describes C16H14ClIN2NiO5 as an isolated structure. The level of theory is ωB97M-V with the def2-TZVPD basis set.

Each line ends with the natural charge from an NBO analysis.
Positions of all 40 atoms, in Å:
Ni1 0.58 0.61 0.58  0.955
O1 2.19 -0.85 -0.21  -0.615
C1 1.89 -2.00 -0.49  0.451
C2 0.57 -2.61 -0.49  -0.322
C3 0.54 -3.97 -0.82  -0.089
C4 -0.65 -4.65 -0.88  -0.075
C5 -1.86 -4.00 -0.62  -0.153
C6 -1.86 -2.67 -0.30  -0.259
C7 -0.65 -1.91 -0.21  0.447
O2 -0.75 -0.67 0.08  -0.770
N1 -0.65 -6.06 -1.23  0.537
O3 -1.72 -6.63 -1.28  -0.394
O4 0.43 -6.60 -1.45  -0.397
H1 2.69 -2.70 -0.78  0.118
H2 1.46 -4.49 -1.04  0.242
H3 -2.78 -4.56 -0.67  0.247
H4 -2.78 -2.15 -0.08  0.217
Cl1 1.40 5.71 0.40  -0.013
C8 1.24 4.14 1.14  -0.039
C9 2.18 3.18 0.91  -0.217
C10 2.00 1.89 1.45  -0.254
C11 0.88 1.62 2.29  -0.127
C12 0.59 0.22 2.47  -0.530
C13 -0.05 2.67 2.53  -0.172
C14 0.13 3.90 1.97  -0.228
H5 3.04 3.39 0.29  0.233
H6 2.81 1.17 1.38  0.245
H7 -0.36 -0.05 2.91  0.215
H8 1.42 -0.45 2.68  0.217
H9 -0.91 2.47 3.15  0.226
H10 -0.58 4.70 2.15  0.232
N2 -0.41 3.34 -2.40  -0.784
C15 -0.53 2.22 -1.67  0.677
O5 0.46 1.73 -1.12  -0.667
C16 -1.89 1.59 -1.60  -0.629
I1 -3.06 2.58 -0.11  0.120
H11 0.46 3.85 -2.35  0.417
H12 -1.23 3.81 -2.76  0.405
H13 -1.79 0.56 -1.26  0.291
H14 -2.43 1.67 -2.53  0.239

- total energy (eV) = -91700.794
- HOMO (alpha / beta) (eV) = -8.2197 / -8.2859
- LUMO energy (alpha / beta) (Eh) = -0.0104 / -0.0104

This record from the Open Molecules 2025 dataset describes CH2NO3PS as an isolated structure. The level of theory is ωB97M-V with the def2-TZVPD basis set.

Each line ends with the natural charge from an NBO analysis.
Positions of all 9 atoms, in Å:
C1 -2.46 -0.69 0.22  -0.048
N1 -2.84 -1.76 0.20  -0.251
O1 1.11 -1.19 -0.20  -0.956
O2 1.99 1.08 0.02  -1.017
O3 -0.37 0.67 -0.53  -0.922
P1 0.80 0.14 0.63  1.557
S1 -1.88 0.86 0.18  0.632
H1 1.12 -0.76 -1.06  0.489
H2 2.53 1.64 0.54  0.517

- total energy (eV) = -28826.071
- HOMO (eV) = -10.0323
- LUMO energy (Eh) = -0.0104

This record from the Open Molecules 2025 dataset describes a 2-piece molecular cluster, C4H11OS overall. The level of theory is ωB97M-V with the def2-TZVPD basis set.

Each line ends with the natural charge from an NBO analysis.
Positions of all 17 atoms, in Å:
C1 1.81 -1.25 -0.75  -0.032
O1 0.87 -1.36 -1.76  -0.943
C2 2.55 0.10 -0.71  -0.646
H1 2.55 -2.10 -0.76  0.090
H2 1.34 -1.29 0.27  0.074
H3 3.43 0.13 -0.03  0.162
H4 1.81 0.81 -0.32  0.194
H5 2.85 0.45 -1.69  0.186
C3 -2.09 1.71 1.22  -0.772
S1 -0.84 0.47 1.15  0.173
C4 -1.34 -0.42 -0.35  -0.800
H6 -3.12 1.35 1.31  0.197
H7 -2.00 2.51 0.45  0.198
H8 -1.84 2.18 2.19  0.207
H9 -0.40 -0.70 -0.91  0.339
H10 -2.08 -1.21 -0.26  0.189
H11 -1.78 0.42 -0.96  0.183

- total energy (eV) = -17208.265
- total charge = -1
- HOMO (eV) = -2.5988
- LUMO energy (Eh) = 0.1267